Model A:
This record from OMol25 describes a 2-piece molecular cluster, CH3N3S overall. The level of theory is wB97M-V/def2-TZVPD.

Calculated values
**SMILES**: N#[N+][S-].C=N
**LUMO**: 0.6067 eV
**E_HOMO**: -9.88 eV
**Gap between HOMO and LUMO**: 0.385 hartree

```
8
Properties=species:S:1:pos:R:3:lowdin_charge:R:1
N -2.8552 0.9430 -1.3555 0.1647
N -3.2613 0.3739 -0.4751 -0.8049
S -3.7188 -0.5119 0.6717 0.6507
C 0.2600 0.5050 -0.6068 -0.1620
N 0.1830 -0.6397 0.0307 -0.0086
H 0.2313 0.7847 -1.6646 0.0496
H 0.0074 1.3631 0.0972 0.0656
H 0.4400 -1.5392 -0.4388 0.0449
```



Model B:
This record from OMol25 describes a 2-piece molecular cluster, CH3N3S overall. The level of theory is wB97M-V/def2-TZVPD.

Calculated values
**SMILES**: N#[N+][S-].C=N
**LUMO**: 0.1019 eV
**E_HOMO**: -9.90 eV
**Gap between HOMO and LUMO**: 0.368 hartree

```
8
Properties=species:S:1:pos:R:3:lowdin_charge:R:1
N 0.9902 -1.1967 0.0369 0.1707
N 1.8200 -0.3811 -0.0088 -0.7850
S 3.0530 0.5221 0.0652 0.6611
C -1.3801 -0.0857 0.1649 -0.1806
N -0.7165 1.0010 0.1229 -0.0015
H -1.5934 -0.7351 -0.6312 0.0415
H -1.9651 -0.2346 1.0432 0.0504
H -0.2080 1.1101 -0.7930 0.0434
```



Relative calculated energies, zero for the most stable structure, unit hartree: model A 0.0000; model B 0.0021.



Model A:
This record from OMol25 describes a 2-piece molecular cluster, C3H3BrO overall. The level of theory is wB97M-V/def2-TZVPD.

Calculated values
**LUMO (alpha / beta)**: -1.5897 / -2.4208 eV
**E_HOMO (alpha / beta)**: -9.06 / -8.39 eV
**Gap between HOMO and LUMO (alpha / beta)**: 0.274 / 0.219 hartree

```
8
Properties=species:S:1:pos:R:3:lowdin_charge:R:1
C 0.2179 -1.9459 0.4034 0.1782
C 0.2390 -0.7637 0.1801 -0.1023
C -0.1117 0.5831 -0.1791 -0.2221
O -0.0112 1.5317 0.7321 0.0841
Br -3.1188 0.0104 -0.0948 -0.2107
H 0.3040 -2.9743 0.6086 0.0452
H -0.0769 0.8855 -1.1529 0.0886
H 0.0628 2.2805 0.1123 0.1390
```



Model B:
This record from OMol25 describes a 2-piece molecular cluster, C3H3BrO overall. The level of theory is wB97M-V/def2-TZVPD.

Calculated values
**LUMO (alpha / beta)**: -2.2457 / -2.2572 eV
**E_HOMO (alpha / beta)**: -9.16 / -9.14 eV
**Gap between HOMO and LUMO (alpha / beta)**: 0.254 / 0.253 hartree

```
8
Properties=species:S:1:pos:R:3:lowdin_charge:R:1
C 1.3052 -0.0750 -1.5950 0.2174
C 0.3681 0.1889 -0.8839 -0.0939
C -0.6097 0.2240 0.1033 -0.2516
O -0.3603 1.1738 1.0700 0.0300
Br -0.6132 -2.2341 1.4226 -0.1167
H 2.1611 0.0484 -2.1826 0.0473
H -1.6321 -0.2122 0.1326 0.0733
H -0.6191 0.8863 1.9330 0.0943
```



Model C:
This record from OMol25 describes C3H3BrO as an isolated structure. The level of theory is wB97M-V/def2-TZVPD.

Calculated values
**LUMO**: -0.9472 eV
**E_HOMO**: -9.56 eV
**Gap between HOMO and LUMO**: 0.316 hartree

```
8
Properties=species:S:1:pos:R:3:lowdin_charge:R:1
C 0.5389 0.6667 -0.1303 -0.1186
C 0.8453 -0.5360 -0.6671 -0.0453
C -0.3578 -0.0020 0.7909 -0.3716
O 0.0282 -1.2618 0.2763 -0.1175
Br -2.5132 0.2635 -0.1434 0.2814
H 0.6386 1.7387 -0.3942 0.1178
H 1.4436 -1.1418 -1.4996 0.1745
H -0.6236 0.2728 1.7675 0.0792
```



Relative calculated energies, zero for the most stable structure, unit hartree: model A 0.0311; model B 0.0159; model C 0.0000.



Model A:
This record from OMol25 describes a 3-piece molecular cluster, C3H14N2O2 overall. The level of theory is wB97M-V/def2-TZVPD.

Calculated values
**SMILES**: CCNCN.O.O
**LUMO**: 0.7242 eV
**E_HOMO**: -9.28 eV
**Gap between HOMO and LUMO**: 0.368 hartree

```
21
Properties=species:S:1:pos:R:3:lowdin_charge:R:1
C 2.7570 -0.8730 1.3156 -0.0808
C 1.6901 -0.0037 0.4882 -0.2667
N 0.3463 0.0923 1.0297 -0.1136
C -0.3306 -1.1874 0.9109 -0.3264
N -1.4801 -1.2584 1.8056 0.0019
H 3.1913 -1.6619 0.6925 0.0621
H 3.4746 -0.1161 1.6447 0.0555
H 2.4081 -1.3892 2.2305 0.0656
H 1.5845 -0.5056 -0.4632 0.1021
H 2.1847 0.9424 0.2908 0.1050
H 0.2537 0.6385 1.8763 0.1249
H -0.6661 -1.4703 -0.1201 0.1243
H 0.3028 -2.0703 1.1001 0.1102
H -1.8987 -0.3412 1.9416 0.0671
H -1.2347 -1.7582 2.6547 0.0648
O -2.3710 0.7952 -4.0238 -0.0710
H -1.6436 1.2548 -3.5586 0.0327
H -2.8783 0.4436 -3.2885 0.0238
O -0.2764 2.0327 -0.9772 -0.0808
H -1.0272 2.5660 -0.7465 0.0173
H 0.0392 1.4077 -0.2907 -0.0181
```



Model B:
This record from OMol25 describes a 3-piece molecular cluster, C3H14N2O2 overall. The level of theory is wB97M-V/def2-TZVPD.

Calculated values
**SMILES**: NCCCN.O.O
**LUMO**: 0.8909 eV
**E_HOMO**: -8.85 eV
**Gap between HOMO and LUMO**: 0.358 hartree

```
21
Properties=species:S:1:pos:R:3:lowdin_charge:R:1
N -1.1997 1.2058 1.5366 -0.0306
C 0.1281 0.5535 1.5493 -0.2599
C -0.1218 -0.9106 1.1748 -0.2051
C 1.1116 -1.7754 0.8350 -0.2941
N 1.6514 -1.4111 -0.4623 0.0039
H -1.8592 0.6501 2.0544 0.0711
H -1.2169 2.0409 2.1154 0.0815
H 0.7267 1.0822 0.8089 0.1071
H 0.6075 0.6146 2.5270 0.1082
H -0.7758 -0.9605 0.3086 0.1040
H -0.5104 -1.4139 2.0654 0.1088
H 1.8622 -1.7447 1.6388 0.1040
H 0.7247 -2.7908 0.7507 0.1059
H 2.2428 -2.0718 -0.9336 0.0659
H 2.0481 -0.4935 -0.4514 0.0515
O -2.0044 1.0697 -1.2342 -0.0783
H -1.8400 0.9688 -0.2646 -0.0080
H -2.9221 1.2984 -1.2624 0.0164
O 0.7737 0.7802 -2.8399 -0.0769
H 0.5930 1.5158 -3.4419 0.0356
H 0.1421 0.8598 -2.1195 -0.0110
```



Relative calculated energies, zero for the most stable structure, unit hartree: model A 0.0278; model B 0.0000.



Model A:
This record from OMol25 describes a 3-piece molecular cluster, C3H14N2O2 overall. The level of theory is wB97M-V/def2-TZVPD.

Calculated values
**SMILES**: C[C@H](N)CN.O.O
**LUMO**: 0.5152 eV
**E_HOMO**: -9.20 eV
**Gap between HOMO and LUMO**: 0.357 hartree

```
21
Properties=species:S:1:pos:R:3:lowdin_charge:R:1
C -0.5792 1.1500 0.7165 -0.0424
C -0.7392 -0.4517 0.4482 -0.3330
N 0.3340 -1.1209 1.2757 0.0278
C -0.5525 -0.8868 -1.0357 -0.3207
N -0.8590 -2.2393 -1.3003 0.0130
H -0.3554 1.5184 -0.2735 0.0552
H -1.5003 1.5691 0.9703 0.0337
H 0.0525 1.5509 1.4740 0.0521
H -1.7222 -0.8410 0.8927 0.1406
H 1.1616 -1.1764 0.8262 0.0123
H 0.4288 -0.6035 2.0857 0.0252
H 0.4330 -0.6802 -1.3932 0.1037
H -1.1486 -0.2368 -1.6914 0.1016
H -1.7741 -2.3529 -1.1290 0.0173
H -0.1489 -2.8021 -0.7116 0.1233
O 4.7374 3.5952 3.7876 -0.0585
H 4.0662 4.0765 4.2542 0.0193
H 4.4617 2.7356 3.4378 0.0392
O -2.2732 -1.2445 -4.3757 -0.1033
H -2.7290 -0.4391 -4.0468 0.0387
H -1.2936 -1.1204 -4.2118 0.0551
```



Model B:
This record from OMol25 describes a 3-piece molecular cluster, C3H14N2O2 overall. The level of theory is wB97M-V/def2-TZVPD.

Calculated values
**SMILES**: C[C@H](N)CN.O.O
**LUMO**: 0.4780 eV
**E_HOMO**: -9.00 eV
**Gap between HOMO and LUMO**: 0.348 hartree

```
21
Properties=species:S:1:pos:R:3:lowdin_charge:R:1
C -0.6011 -2.3714 0.8383 -0.0748
C -0.3498 -0.9514 0.3458 -0.4455
N -0.9262 0.0603 1.2038 0.0151
C -0.8945 -0.6814 -1.0990 -0.2406
N -0.3928 0.5268 -1.7510 -0.0078
H -0.1780 -3.1291 0.1667 0.0737
H -0.1502 -2.5062 1.8298 0.0734
H -1.6753 -2.6158 0.8925 0.0796
H 0.7299 -0.7632 0.1967 0.1231
H -1.5043 0.7814 0.7828 0.0744
H -0.4786 0.5312 1.9729 0.0662
H -1.9864 -0.6069 -1.0053 0.1099
H -0.6080 -1.4982 -1.7584 0.1121
H 0.5643 0.3779 -2.0689 0.0518
H -0.1707 1.3616 -1.2080 0.0316
O 0.4935 2.5484 0.6881 -0.0562
H 0.4464 3.3672 1.1904 0.0548
H -0.0557 1.8882 1.1367 -0.0059
O 2.6076 0.8129 -0.6908 -0.0697
H 3.2219 1.4017 -1.1428 0.0419
H 1.9080 1.4658 -0.5202 -0.0073
```



Model C:
This record from OMol25 describes a 3-piece molecular cluster, C3H14N2O2 overall. The level of theory is wB97M-V/def2-TZVPD.

Calculated values
**SMILES**: CCNCN.O.O
**LUMO**: 0.7400 eV
**E_HOMO**: -8.70 eV
**Gap between HOMO and LUMO**: 0.347 hartree

```
21
Properties=species:S:1:pos:R:3:lowdin_charge:R:1
C 2.3926 -0.1649 1.8376 -0.0922
C 1.4911 0.1670 0.6509 -0.3125
N 0.0841 0.0176 0.8815 -0.1190
C -0.5438 -1.2969 1.0203 -0.3325
N -1.7965 -1.2802 1.6986 0.0106
H 3.4026 0.2108 1.7544 0.0661
H 1.8623 0.0759 2.7647 0.0706
H 2.4356 -1.2611 1.9198 0.0629
H 1.8024 -0.4311 -0.2129 0.1159
H 1.6227 1.1755 0.2786 0.1013
H -0.1144 0.7465 1.5593 0.1137
H -0.5689 -1.6907 0.0146 0.1117
H 0.1426 -1.9581 1.5574 0.1073
H -2.3375 -0.4780 1.3557 0.0723
H -1.6269 -0.9683 2.6508 0.0685
O -1.5029 0.7460 -5.1217 -0.0572
H -2.0942 -0.0134 -5.1665 0.0333
H -2.0508 1.4497 -5.4793 0.0313
O -0.5743 1.9483 -1.2921 -0.0806
H -1.1091 1.6758 -2.0500 0.0239
H -0.9170 1.3297 -0.6218 0.0049
```



Model D:
This record from OMol25 describes a 3-piece molecular cluster, C3H14N2O2 overall. The level of theory is wB97M-V/def2-TZVPD.

Calculated values
**SMILES**: CCNCN.O.O
**LUMO**: 0.7317 eV
**E_HOMO**: -9.11 eV
**Gap between HOMO and LUMO**: 0.362 hartree

```
21
Properties=species:S:1:pos:R:3:lowdin_charge:R:1
C 2.0534 1.1791 -0.6180 -0.0976
C 1.1477 0.0776 -0.1096 -0.2979
N -0.1973 0.5787 0.0806 -0.1332
C -1.1606 -0.3905 0.5683 -0.3084
N -2.5781 0.0624 0.6225 0.0054
H 2.0564 1.9582 0.1728 0.0821
H 3.0855 0.8183 -0.6186 0.0678
H 1.8900 1.6486 -1.5850 0.0679
H 1.5989 -0.3419 0.8089 0.1139
H 0.9066 -0.7566 -0.7927 0.1189
H -0.3271 1.4081 0.6458 0.1194
H -1.3090 -1.3223 0.0287 0.1121
H -0.8705 -0.5530 1.6296 0.1209
H -2.8666 0.5244 -0.2371 0.0448
H -2.6068 0.8279 1.2939 0.0564
O 1.3058 -3.6302 1.6339 -0.0633
H 0.5505 -4.2212 1.6897 0.0322
H 1.6609 -3.7237 0.7448 0.0306
O -1.8330 1.9787 -1.8739 -0.1028
H -1.3961 2.4154 -2.6298 0.0385
H -1.1103 1.4619 -1.4548 -0.0076
```



Relative calculated energies, zero for the most stable structure, unit hartree: model A 0.0396; model B 0.0000; model C 0.0069; model D 0.0021.